Entry 1:
Molecular formula: C18H35NO11Sr
Method: DFT, ωB97M-V/def2-TZVPD

Each line ends with the natural charge from an NBO analysis.
Atoms and positions in Å:
Sr1 -0.31717 -0.20055 0.93105  1.813
C1 -2.55936 -2.94019 -3.11940  -0.526
C2 -2.27577 -2.85110 -1.75221  0.349
C3 -0.81060 -2.77903 -1.34310  0.476
O1 -0.49031 -2.46506 -0.23379  -0.803
C4 0.19968 -2.94164 -2.37566  -0.620
C5 -0.11930 -3.00745 -3.73063  0.404
C6 -1.53525 -2.79811 -4.15722  0.427
O2 -1.85778 -2.43830 -5.28213  -0.574
O3 0.81395 -3.06799 -4.59000  -0.625
O4 -3.15621 -2.70178 -0.90459  -0.748
H1 -3.51273 -3.32759 -3.41870  0.215
H2 1.17115 -3.14986 -2.00761  0.213
C7 3.98513 3.10536 -1.85926  -0.265
O5 3.67333 3.03769 -0.52040  -0.543
C8 3.12680 1.73442 -0.19561  -0.069
C9 2.78309 1.65219 1.29951  -0.251
N1 2.20561 0.31140 1.52560  -0.678
C10 2.11338 0.14011 2.92403  -0.260
C11 1.04695 0.98731 3.56774  -0.043
O6 -0.10614 0.93372 3.14990  -0.576
C12 -1.02629 1.73760 3.88742  -0.260
H3 5.05527 2.93315 -1.90061  0.171
H4 3.83803 4.08055 -2.32176  0.189
H5 3.60240 2.34715 -2.55189  0.179
H6 3.74421 0.94006 -0.57451  0.177
H7 2.29401 1.58614 -0.86104  0.191
H8 2.09472 2.45905 1.56151  0.198
H9 3.64624 1.83952 1.95884  0.192
H10 2.93017 -0.40910 1.28298  0.391
H11 2.99199 0.25929 3.50117  0.196
H12 1.75942 -0.85967 3.22046  0.212
H13 1.41157 2.01549 3.55499  0.137
H14 1.08217 0.71479 4.62761  0.158
H15 -2.05064 1.60520 3.39898  0.204
H16 -0.68451 2.76142 3.81585  0.191
H17 -1.08305 1.47557 4.95895  0.202
C13 1.26803 0.42625 -3.67447  -0.627
C14 0.36047 0.31139 -2.53016  -0.081
O7 0.95891 -0.39007 -1.43505  -0.850
H18 0.78749 0.89354 -4.47781  0.214
H19 1.55157 -0.55826 -4.01537  0.247
H20 2.11042 1.00840 -3.37931  0.177
H21 -0.45419 -0.40981 -2.89107  0.182
H22 -0.02099 1.27049 -2.34889  0.164
H23 0.92648 -1.32962 -1.73091  0.523
C15 -2.47633 -2.51930 2.23257  -0.123
C16 -1.84764 -1.86595 3.36020  -0.083
O8 -0.50610 -1.77497 3.00976  -0.781
O9 -2.67384 -1.48654 1.33212  -0.807
H24 -3.40092 -2.94291 2.52075  0.176
H25 -1.83966 -3.25717 1.64862  0.214
H26 -1.82287 -2.49597 4.29659  0.173
H27 -2.24895 -0.86157 3.58233  0.187
H28 -0.16467 -2.67163 2.98788  0.493
H29 -2.93295 -1.95107 0.55485  0.527
C17 -2.63371 1.56181 -0.96618  -0.102
C18 -2.16236 2.19328 0.25464  -0.105
O10 -0.73986 2.24333 0.32230  -0.784
O11 -2.07436 0.27422 -1.00455  -0.761
H30 -2.33016 2.11025 -1.83764  0.177
H31 -3.72871 1.52165 -0.98646  0.196
H32 -2.55278 1.61451 1.09679  0.176
H33 -2.58453 3.23075 0.35426  0.200
H34 -0.46262 3.17612 0.19056  0.509
H35 -2.28935 -0.04092 -1.93283  0.526

As for the spin multiplicity: 1. The calculation puts the lowest unoccupied orbital energy at -0.0258 hartree. The total charge is 0. Its calculated total energy is -1619.85453 Ha. As for the HOMO-LUMO gap: 5.264 eV.

---

Entry 2:
Molecular formula: C18H36BBr10ClFNO4P
Method: DFT, ωB97M-V/def2-TZVPD

Each line ends with the Mulliken charge.
Atoms and positions in Å:
C1 4.66215 -0.99234 -0.01440  -0.359
C2 4.39480 -0.15536 -1.23996  0.312
O1 5.10042 -0.22751 -2.22393  -0.655
N1 3.27559 0.69747 -1.11595  0.105
C3 3.34371 1.94355 -1.89666  -0.624
C4 3.08330 3.19950 -1.06135  -0.698
C5 1.64595 3.39082 -0.56557  -0.650
C6 1.06729 2.21978 0.25660  -0.558
B1 0.21243 1.17687 -0.63202  1.420
O2 -0.00285 -0.17397 0.02197  -0.547
C7 -1.33110 -0.42341 0.12325  0.197
F1 -1.62097 -1.76457 -0.21736  -0.170
C8 -2.03171 0.55156 -0.82627  0.092
P1 -2.48815 -0.09050 -2.51929  0.162
O3 -2.36014 1.38651 -3.18314  -0.554
Cl1 -0.76289 -1.04647 -3.23320  -0.266
O4 -1.21298 1.67903 -0.81638  -0.994
H1 3.79788 -0.93971 0.64974  -0.164
H2 4.84030 -2.03446 -0.28778  0.316
H3 5.52555 -0.59014 0.52071  0.281
H4 2.44142 0.18112 -1.40471  0.003
H5 4.32507 2.02014 -2.37410  0.502
H6 2.61469 1.92514 -2.71357  0.211
H7 3.33229 4.03798 -1.72823  0.392
H8 3.79212 3.25144 -0.22619  0.264
H9 1.63416 4.28970 0.06539  0.267
H10 0.98647 3.61150 -1.41373  0.259
H11 1.87907 1.69940 0.77317  0.058
H12 0.40697 2.63617 1.03129  0.368
H13 0.72884 1.00055 -1.74204  -0.340
H14 -1.69453 -0.31508 1.15763  -0.075
H15 -3.02291 0.79803 -0.41747  -0.122
H16 -1.79099 1.93639 -2.59764  0.447
Br1 -4.97448 -1.34840 0.62487  -0.104
C9 -5.59223 -0.42639 2.22001  -0.634
C10 -5.69687 1.06151 2.00839  -0.558
Br2 -3.94775 1.91672 1.97763  -0.088
H17 -4.89712 -0.67649 3.01537  0.384
H18 -6.57222 -0.84175 2.44529  0.370
H19 -6.24408 1.51980 2.82919  0.246
H20 -6.17720 1.30587 1.06604  0.403
Br3 -3.19578 -4.05814 -3.30983  -0.155
C11 -2.33105 -4.60132 -1.66029  -0.107
C12 -1.36963 -5.73692 -1.86787  -0.536
Br4 -2.27212 -7.44899 -2.12552  -0.188
H21 -3.12031 -4.84811 -0.95712  0.417
H22 -1.79744 -3.72085 -1.31470  -0.120
H23 -0.74619 -5.86826 -0.98687  0.324
H24 -0.74356 -5.58682 -2.74100  0.398
Br5 1.51516 -0.38924 2.79161  -0.064
C13 1.93009 -2.01252 3.77170  -0.612
C14 3.01664 -2.80543 3.09213  -0.597
Br6 2.36044 -3.67461 1.48573  -0.122
H25 1.00545 -2.57616 3.84799  0.381
H26 2.25350 -1.70156 4.76310  0.350
H27 3.38073 -3.59940 3.74060  0.383
H28 3.84576 -2.17532 2.78362  0.317
Br7 -6.47590 4.41875 3.16808  -0.110
C15 -8.01417 5.35953 3.88710  -0.572
C16 -8.23800 5.03937 5.34145  -0.577
Br8 -8.98604 3.26086 5.58714  -0.142
H29 -8.86634 5.08674 3.27287  0.367
H30 -7.80036 6.41893 3.76437  0.320
H31 -8.96081 5.72579 5.77629  0.339
H32 -7.31549 5.06835 5.91206  0.372
Br9 7.36346 -3.20607 -2.34616  -0.168
C17 6.89562 -2.09008 -3.86644  -0.554
C18 7.94226 -2.13755 -4.94574  -0.547
Br10 9.53604 -1.12016 -4.48044  -0.163
H33 6.72775 -1.09599 -3.46798  0.364
H34 5.95385 -2.48424 -4.24070  0.364
H35 7.56016 -1.68204 -5.85629  0.372
H36 8.27702 -3.14857 -5.15452  0.369

As for the spin multiplicity: 1. The calculation puts the lowest unoccupied orbital energy at 0.0600 hartree. The total charge is -1. Its calculated total energy is -27729.79008 Ha. As for the HOMO-LUMO gap: 6.747 eV.